Entry 1:
{"formula": "C9H7N7NiS2Se", "method": "the ωB97M-V functional and the def2-TZVPD basis", "symbols": ["Ni", "S", "C", "C", "N", "C", "S", "C", "N", "Se", "N", "C", "C", "C", "C", "N", "C", "N", "H", "H", "H", "N", "N", "H", "H", "H", "H"], "coordinates": [[0.5481, -0.0490, 0.1619], [2.1582, -1.3600, -0.4263], [3.2804, -1.1231, 0.8693], [4.6608, -1.2621, 0.6108], [5.8044, -1.4477, 0.3942], [2.7255, -0.7455, 2.0514], [1.0313, -0.4210, 2.2183], [3.5110, -0.5755, 3.1653], [4.2865, -0.4367, 4.0432], [-3.5460, 2.7705, -1.4227], [-4.5544, 1.2141, -1.3573], [-3.7476, 0.2561, -0.9635], [-4.1289, -1.1175, -0.7729], [-3.1395, -1.9333, -0.3026], [-1.8699, -1.4755, -0.1081], [-1.3833, -0.2435, -0.3240], [-2.2671, 0.6692, -0.7504], [-1.9879, 1.9605, -1.0313], [-5.1234, -1.4763, -0.8474], [-3.2672, -2.9778, -0.0823], [-1.1175, -2.2071, 0.2843], [2.0298, 2.2765, -0.8705], [0.8060, 1.5534, -0.9626], [2.6565, 1.7253, -0.2864], [1.8415, 3.1287, -0.3913], [0.8013, 1.1155, -1.9086], [-0.0086, 2.1820, -0.9904]], "homo_ev": [-7.503, -7.833], "total_charge": 0, "e_above_lowest_kcal_mol": 0.00, "s2": 2.0164, "homo_lumo_gap_ev": [4.5219, 4.8479], "multiplicity": 3}

---

Entry 2:
{"formula": "C2H3Br2OP", "method": "the ωB97M-V functional and the def2-TZVPD basis", "symbols": ["C", "C", "P", "O", "Br", "Br", "H", "H", "H"], "coordinates": [[-0.0307, 0.6724, -0.1850], [-0.9881, -0.1034, 0.3039], [-2.5587, -0.1197, -0.5509], [-2.5450, -0.2149, -2.1723], [-3.4954, -1.8693, 0.4578], [-3.4787, 1.7991, -0.1251], [0.7771, 0.9841, 0.3474], [-0.4122, 1.3678, -0.9723], [-0.8039, -0.8858, 0.9052]], "homo_ev": -10.250, "total_charge": 0, "e_above_lowest_kcal_mol": 23.72, "smiles": "C=CP(=O)(Br)Br", "homo_lumo_gap_ev": 9.6346}

---

Entry 3:
{"formula": "C4H5O4PS", "method": "the ωB97M-V functional and the def2-TZVPD basis", "symbols": ["C", "C", "C", "C", "O", "O", "O", "O", "P", "S", "H", "H", "H", "H", "H"], "coordinates": [[0.0829, 0.5302, -0.4932], [-2.7583, 0.0675, 0.7328], [-1.1834, 0.8971, -1.0736], [-1.9761, 1.0072, 0.2078], [1.0070, 1.1992, -0.1407], [-3.4219, -0.7130, 1.2635], [0.9066, -1.8591, -1.5931], [1.7205, -1.2745, 0.6348], [3.1551, -0.3688, 0.7010], [0.3996, -1.3766, -0.3070], [-1.3663, 1.9663, -1.4779], [-1.6404, 0.0173, -1.6146], [-2.1846, 2.0041, 0.5367], [3.7831, -1.5547, 0.5782], [3.4761, -0.5421, 2.0451]], "homo_ev": -8.784, "total_charge": 0, "e_above_lowest_kcal_mol": 0.00, "homo_lumo_gap_ev": 8.8967}

---

Entry 4:
{"formula": "C5H13NS2", "method": "the ωB97M-V functional and the def2-TZVPD basis", "symbols": ["C", "C", "S", "S", "C", "C", "C", "N", "H", "H", "H", "H", "H", "H", "H", "H", "H", "H", "H", "H", "H"], "coordinates": [[2.0423, 2.1717, 2.7048], [0.8798, 1.5838, 1.9072], [1.3332, 0.0471, 1.0568], [1.2894, 0.5011, -0.9153], [-0.4139, 0.1662, -1.4841], [-0.7456, -1.2962, -1.7733], [-0.8152, -2.1226, -0.4889], [-2.0047, -1.2721, -2.5130], [2.2093, 1.6262, 3.6334], [1.8906, 3.2257, 2.9005], [2.9554, 2.1474, 2.1270], [0.5260, 2.3220, 1.1862], [0.0176, 1.4101, 2.5543], [-0.4670, 0.7067, -2.4356], [-1.0898, 0.6231, -0.7742], [0.0097, -1.7068, -2.4354], [0.1684, -2.4979, -0.2122], [-1.4466, -2.9950, -0.6638], [-1.2640, -1.5440, 0.3164], [-2.7569, -0.8900, -1.9424], [-2.3180, -2.2066, -2.7485]], "homo_ev": -8.800, "total_charge": 0, "e_above_lowest_kcal_mol": 0.00, "smiles": "CCSSC[C@@H](C)N", "homo_lumo_gap_ev": 9.6586}

---

Entry 5:
{"formula": "CH2OS2", "method": "the ωB97M-V functional and the def2-TZVPD basis", "symbols": ["C", "O", "S", "S", "H", "H"], "coordinates": [[-0.5157, -0.0264, 0.3224], [-2.8176, 0.0627, 0.1887], [-1.7448, 1.2795, -0.0413], [-1.6494, -1.4439, -0.0803], [0.4909, 0.1177, -0.1365], [-0.5010, 0.1354, 1.4241]], "homo_ev": -8.256, "total_charge": 0, "e_above_lowest_kcal_mol": 73.76, "homo_lumo_gap_ev": 6.8010}

---

Entry 6:
{"formula": "C5H12N2O2", "method": "the ωB97M-V functional and the def2-TZVPD basis", "symbols": ["H", "N", "C", "C", "C", "N", "O", "H", "H", "H", "H", "H", "C", "C", "O", "H", "H", "H", "H", "H", "H"], "coordinates": [[2.9577, -0.6807, 1.6107], [2.1752, -0.9168, 1.0039], [1.9018, -0.0505, 0.1266], [2.5999, 1.2426, -0.1400], [0.7712, -0.3902, -0.8154], [0.3614, -1.6624, -0.7533], [0.2513, 0.4615, -1.5390], [1.9141, 1.9402, -0.6174], [2.9972, 1.6665, 0.7827], [3.4339, 1.0649, -0.8226], [0.7852, -2.2422, -0.0461], [-0.5515, -1.8921, -1.1262], [-1.7234, 0.3538, 1.0641], [-2.7944, 0.0188, -0.0657], [-2.2521, -0.5187, -1.2241], [-1.1561, -0.5349, 1.3385], [-1.0842, 1.1822, 0.7602], [-2.2877, 0.6778, 1.9358], [-3.3435, 0.9476, -0.2829], [-3.4934, -0.7214, 0.3328], [-1.4626, 0.0540, -1.5228]], "homo_ev": -9.685, "total_charge": 0, "e_above_lowest_kcal_mol": 23.09, "smiles": "[H]/N=C(\\C)C(N)=O.CCO", "homo_lumo_gap_ev": 10.0309}

---

Entry 7:
{"formula": "C9H21ClIO2P2Tl", "method": "the ωB97M-V functional and the def2-TZVPD basis", "symbols": ["C", "C", "H", "H", "H", "O", "I", "Tl", "P", "C", "C", "H", "H", "H", "C", "H", "H", "H", "H", "H", "H", "C", "O", "Cl", "C", "P", "C", "C", "H", "H", "H", "H", "H", "H", "H", "H", "H"], "coordinates": [[1.7463, 0.0778, -1.7638], [0.5048, -0.7113, -1.5206], [1.8251, 0.3088, -2.8403], [2.6702, -0.4618, -1.4380], [1.7522, 1.0137, -1.1973], [-0.5038, -0.5806, -2.2000], [-1.7620, -0.1728, 0.8462], [2.7076, 0.0799, 3.1911], [0.6371, -1.9641, 0.1620], [-0.7425, -3.0141, -0.4795], [1.9537, -2.9146, -0.7486], [1.6324, -2.5173, 2.3721], [0.9868, -3.9316, 1.5521], [-0.1172, -2.8320, 2.3935], [0.7829, -2.8712, 1.7742], [2.9489, -2.5315, -0.4821], [1.8517, -3.9632, -0.4148], [-0.4047, -4.0590, -0.4244], [-0.9662, -2.6987, -1.5054], [1.7699, -2.8393, -1.8442], [-1.6322, -2.9103, 0.1630], [-2.3142, 0.6007, -1.7313], [-3.0097, 0.7775, -2.6212], [3.2209, 0.9946, 0.8058], [-2.2639, 3.1634, 0.1000], [-0.6777, 2.2574, -0.0271], [-0.0814, 3.0931, -1.5695], [0.3302, 3.1946, 1.1501], [-2.9999, 2.8751, -0.6780], [-2.0118, 4.2317, -0.0435], [-2.7324, 3.0299, 1.0847], [-0.3814, 4.1538, -1.5133], [1.0073, 3.0509, -1.7215], [-0.6026, 2.6154, -2.4152], [0.3243, 4.2558, 0.8770], [-0.1096, 3.0691, 2.1353], [1.3784, 2.8592, 1.1608]], "homo_ev": -15.627, "total_charge": 2, "homo_lumo_gap_ev": 5.7750}

---

Entry 8:
{"formula": "C3H10NO2", "method": "the ωB97M-V functional and the def2-TZVPD basis", "symbols": ["C", "O", "C", "H", "H", "H", "H", "H", "N", "C", "O", "H", "H", "H", "H", "H"], "coordinates": [[-0.2228, -1.6192, -0.8287], [-0.0001, -0.9725, 0.3813], [-1.5848, -1.2172, -1.4262], [-0.1843, -2.7221, -0.7288], [0.5648, -1.3482, -1.6044], [-1.8937, -1.7674, -2.3530], [-1.5301, -0.1278, -1.6886], [-2.4291, -1.3601, -0.7157], [0.9167, 1.4826, 2.2294], [1.2901, 1.6926, 0.8370], [0.3467, 1.3185, -0.1953], [0.1116, 2.0122, 2.3773], [0.7469, 0.4883, 2.2779], [1.4853, 2.7630, 0.6989], [2.2657, 1.1470, 0.6527], [0.1170, 0.2304, 0.0861]], "homo_ev": [-10.087, -10.005], "total_charge": 0, "e_above_lowest_kcal_mol": 20.30, "s2": 0.7599, "homo_lumo_gap_ev": [11.1122, 6.9277], "multiplicity": 2}

---

Calculated M in order - 414.99 233.83 180.12 151.30 94.16 132.16 589.95 92.12 u
Calculated E_tot in order - -147934.265 -153543.815 -32539.205 -28556.630 -24784.077 -12454.981 -57644.199 -8854.935 eV
Calculated F_max in order - 0.108 0.131 0.060 0.019 0.073 0.040 0.099 0.052 hartree/bohr